Entry 1:
22
Properties=species:S:1:pos:R:3:forces:R:3:nbo_charge:R:1 method="wB97M-V/def2-TZVPD" total_charge=-1 energy_ev=-19784.755 fmax_ev_per_a=2.18 spin_multiplicity=1 relative_energy_ev=1.499
C 0.369959 1.358543 -0.395565 -1.3 -1.0 -0.9 -0.435
C -0.242389 1.718099 -1.737478 -0.1 1.8 -0.8 -0.520
S 1.032467 2.349474 -2.913901 0.0 -0.5 0.1 -0.744
C -0.665538 0.902551 0.641207 1.8 -1.2 0.4 -0.203
N -1.050190 -0.511481 0.571552 -0.4 -0.5 -0.4 -0.463
C -0.110897 -1.443770 -0.008992 0.5 -0.2 -0.4 -0.433
C -1.673631 -1.014350 1.755560 -0.6 0.3 0.4 -0.392
H 0.952533 2.180805 -0.016305 0.2 0.3 0.0 0.213
H 1.025283 0.542304 -0.680099 0.5 0.1 0.5 0.191
H -0.896940 0.976285 -2.203511 0.4 -0.6 0.3 0.181
H -0.931475 2.562736 -1.627304 -0.1 0.1 0.4 0.171
H -1.557732 1.457458 0.541622 -1.0 1.0 0.0 0.186
H -0.211665 1.087064 1.628914 -0.2 0.1 0.2 0.142
H -0.235925 -1.495349 -1.093347 0.1 0.1 -0.1 0.194
H -0.201745 -2.473428 0.348531 -0.5 0.2 0.2 0.188
H 0.939246 -1.215507 0.171984 -0.2 0.1 0.2 0.201
H -2.380703 -0.283102 2.160467 0.2 0.2 0.0 0.188
H -2.311265 -1.880140 1.548023 0.3 -0.2 -0.1 0.184
H -0.970413 -1.262512 2.571980 0.0 -0.1 0.0 0.145
H 3.500746 -0.947758 0.128966 0.2 -0.3 0.3 0.464
H 2.627676 -1.006309 -1.026425 -0.4 -0.1 -0.6 0.481
O 2.992597 -1.601613 -0.365878 0.5 0.5 0.1 -0.939

Entry 2:
21
Properties=species:S:1:pos:R:3:forces:R:3:nbo_charge:R:1 method="wB97M-V/def2-TZVPD" energy_ev=-16187.092 fmax_ev_per_a=4.79 spin_multiplicity=1 relative_energy_ev=3.330
C 1.305951 -0.010855 1.107303 0.4 0.7 -1.5 -0.644
C 2.378593 0.288175 -1.256770 1.6 0.1 2.0 -0.631
C -0.027603 1.160579 -0.669495 0.2 0.4 -1.2 -0.628
C -3.832523 -0.700908 0.863784 1.7 -1.7 4.2 -0.988
C 1.004735 0.073406 -0.504238 1.6 0.1 1.3 0.121
N 0.411523 -1.206151 -0.991022 0.3 1.0 0.7 -0.847
P -2.701168 -2.201769 0.894809 -0.3 0.5 0.2 0.301
H 2.268381 -0.409505 1.370372 0.8 -0.6 -0.5 0.204
H 1.397468 0.987734 1.650729 -1.1 -1.1 -0.9 0.216
H 0.608281 -0.757702 1.445647 -0.7 0.4 0.8 0.230
H 3.040298 1.213795 -0.852748 -1.8 -1.9 -1.0 0.209
H 2.299575 0.317247 -2.364875 0.0 0.0 0.7 0.210
H 2.993792 -0.648173 -0.916103 -0.8 1.6 -1.0 0.201
H -0.439667 1.110002 -1.726230 -0.4 -0.1 1.5 0.203
H -0.662139 1.175942 0.223136 -0.8 -0.4 -0.8 0.225
H 0.398718 2.150148 -0.643404 0.7 0.4 0.1 0.213
H -4.380847 -0.597380 1.843096 0.4 -0.3 -0.9 0.233
H -4.464466 -0.863103 0.106532 -2.6 -0.1 -2.9 0.219
H -3.253406 0.161143 0.781411 0.9 1.6 -0.5 0.229
H 0.043252 -1.014905 -1.937591 0.6 -0.7 0.6 0.363
H 1.165824 -1.900672 -0.941822 -0.7 0.1 -0.7 0.362